P:
Below is an isolated molecule of C3H3NO2, with properties calculated with ωB97M-V/def2-TZVPD.

The HOMO-LUMO gap comes out at 11.3388 eV. The calculation puts the HOMO energy at -11.71 eV. Its SMILES is COC(=O)C#N. The charge is 0.

Geometry (Å):
1 C 1.14005 -0.67323 0.16008
2 O 0.21735 -0.25494 -0.85836
3 C -1.02721 0.04858 -0.45620
4 O -1.96550 -0.69043 -0.51474
5 C -1.17645 1.43539 0.03541
6 N -1.31789 2.51148 0.43466
7 H 1.70293 0.18238 0.54529
8 H 0.61013 -1.17842 0.97316
9 H 1.81660 -1.38080 -0.31931

For each atom in turn, the natural (NBO) charge in e is:
1. C -0.26
2. O -0.52
3. C 0.73
4. O -0.45
5. C 0.14
6. N -0.23
7. H 0.19
8. H 0.19
9. H 0.21


Q:
Below is an isolated molecule of C3H3NO2, with properties calculated with ωB97M-V/def2-TZVPD.

The HOMO-LUMO gap comes out at 11.7797 eV. The calculation puts the HOMO energy at -11.00 eV. Its SMILES is CC1(C#N)OO1. The charge is 0.

Geometry (Å):
1 C -1.00859 0.04055 -0.05820
2 C 0.48452 -0.32367 0.01867
3 C 1.38311 0.77121 -0.22966
4 N 1.67822 1.85010 -0.42137
5 O 0.86418 -1.08752 1.08221
6 O 0.81298 -1.64575 -0.19725
7 H -1.63357 -0.57656 0.66848
8 H -1.41371 -0.18008 -1.08651
9 H -1.16714 1.15171 0.22362

For each atom in turn, the natural (NBO) charge in e is:
1. C -0.65
2. C 0.37
3. C 0.21
4. N -0.24
5. O -0.22
6. O -0.21
7. H 0.25
8. H 0.24
9. H 0.24


R:
Below is a 3-piece molecular cluster, C3H3NO2 overall, with properties calculated with ωB97M-V/def2-TZVPD.

The HOMO-LUMO gap comes out at 11.1880 eV. The calculation puts the HOMO energy at -11.27 eV. The charge is 0.

Geometry (Å):
1 C -1.80684 0.04565 0.17978
2 O -0.89966 0.50713 -0.46751
3 C 1.54039 1.07548 -1.26669
4 O 1.18117 1.95791 -1.88296
5 C 1.45772 -1.08274 0.81158
6 N 2.42432 -1.37944 1.36617
7 H 0.57656 -0.76311 0.29034
8 H -1.66268 -0.28902 1.22415
9 H -2.81099 -0.07188 -0.25487

For each atom in turn, the natural (NBO) charge in e is:
1. C 0.29
2. O -0.52
3. C 0.51
4. O -0.50
5. C 0.07
6. N -0.32
7. H 0.23
8. H 0.12
9. H 0.13


Q: Which of them is the most stable? A: P.


P:
Below is C3H3NO2 as an isolated structure, with properties calculated with ωB97M-V/def2-TZVPD.

The HOMO-LUMO gap (alpha / beta) comes out at 8.7220 / 8.7242 eV. The calculation puts the HOMO energy (alpha / beta) at -9.34 / -9.34 eV. The charge is 0.

Geometry (Å):
1 C -1.38451 0.00253 0.20593
2 O -0.82261 0.87214 -0.50072
3 C 0.99410 0.62468 -0.67842
4 O 1.62160 1.36263 -1.28875
5 C 1.16152 -0.67500 0.31780
6 N 2.24066 -1.00107 0.69440
7 H 0.05625 -0.96659 0.49228
8 H -1.50838 0.15277 1.28597
9 H -1.95786 -0.80447 -0.26896

For each atom in turn, the natural (NBO) charge in e is:
1. C 0.13
2. O -0.55
3. C 0.74
4. O -0.40
5. C -0.11
6. N -0.28
7. H 0.15
8. H 0.16
9. H 0.16


Q:
Below is C3H3NO2 as an isolated structure, with properties calculated with ωB97M-V/def2-TZVPD.

The HOMO-LUMO gap comes out at 8.9000 eV. The calculation puts the HOMO energy at -9.00 eV. The charge is 0.

Geometry (Å):
1 C 1.02309 -0.35712 0.32393
2 C -1.66423 0.59649 -0.30990
3 C 0.15394 0.83759 0.30658
4 N 0.95919 -1.13544 -0.64944
5 O -2.53760 0.16647 0.43240
6 O 0.61536 1.89888 0.55597
7 H 1.64860 -0.46814 1.17362
8 H -1.61315 0.50546 -1.37910
9 H 1.41481 -2.04419 -0.45407

For each atom in turn, the natural (NBO) charge in e is:
1. C 0.02
2. C 0.38
3. C 0.46
4. N -0.57
5. O -0.48
6. O -0.48
7. H 0.18
8. H 0.15
9. H 0.35


Q: Which of them is the most stable? A: Q.


P:
Below is an isolated molecule of C3H3NO2, with properties calculated with ωB97M-V/def2-TZVPD.

The HOMO-LUMO gap comes out at 10.8288 eV. The calculation puts the HOMO energy at -10.95 eV. Its SMILES is N#C[C@@H](O)C=O. The charge is 0.

Geometry (Å):
1 N -1.26621 1.95858 -1.10013
2 C -0.59031 1.25502 -0.47782
3 C 0.25245 0.33091 0.32247
4 O -0.36404 -0.04751 1.51900
5 C 0.56696 -0.91669 -0.52272
6 O -0.29334 -1.73066 -0.73672
7 H 1.17647 0.85451 0.58507
8 H -1.08526 -0.65538 1.29006
9 H 1.60327 -1.04878 -0.87921

For each atom in turn, the natural (NBO) charge in e is:
1. N -0.28
2. C 0.23
3. C -0.09
4. O -0.66
5. C 0.43
6. O -0.48
7. H 0.23
8. H 0.49
9. H 0.13


Q:
Below is an isolated molecule of C3H3NO2, with properties calculated with ωB97M-V/def2-TZVPD.

The HOMO-LUMO gap comes out at 9.4941 eV. The calculation puts the HOMO energy at -9.13 eV. Its SMILES is N=C=C(O)C=O. The charge is 0.

Geometry (Å):
1 N 2.25635 -0.61780 0.35752
2 C 1.20024 -0.13250 -0.02754
3 C -0.00425 0.28637 -0.37438
4 O -0.27118 1.53026 -0.85496
5 C -1.13707 -0.56020 -0.00601
6 O -2.26876 -0.12051 -0.08463
7 H 2.36979 -0.43358 1.35691
8 H -1.23595 1.61686 -0.75101
9 H -0.90919 -1.56889 0.38412

For each atom in turn, the natural (NBO) charge in e is:
1. N -0.57
2. C 0.40
3. C -0.01
4. O -0.66
5. C 0.37
6. O -0.56
7. H 0.38
8. H 0.50
9. H 0.14


Q: Which of them is the most stable? A: P.


P:
Below is an isolated molecule of C3H3NO2, with properties calculated with ωB97M-V/def2-TZVPD.

The HOMO-LUMO gap comes out at 9.7971 eV. The calculation puts the HOMO energy at -9.37 eV. The charge is 0.

Geometry (Å):
1 O -0.43522 2.36120 -0.42081
2 C -0.09864 1.22413 -0.29317
3 N -0.39754 0.27715 0.62159
4 C 0.13387 -0.99285 0.21582
5 C 1.07812 -0.68558 -0.91365
6 O 0.80084 0.56576 -1.21593
7 H -0.99273 0.47044 1.40901
8 H 0.46876 -1.64911 1.02017
9 H -0.55746 -1.57113 -0.42301

For each atom in turn, the natural (NBO) charge in e is:
1. O -0.56
2. C 0.86
3. N -0.64
4. C -0.39
5. C 0.31
6. O -0.49
7. H 0.43
8. H 0.24
9. H 0.24


Q:
Below is a 2-piece molecular cluster, C3H3NO2 overall, with properties calculated with ωB97M-V/def2-TZVPD.

The HOMO-LUMO gap comes out at 10.1610 eV. The calculation puts the HOMO energy at -9.57 eV. Its SMILES is C=C=O.N=C=O. The charge is 0.

Geometry (Å):
1 C 0.43330 0.49758 1.04253
2 C 0.86240 0.58621 -0.16858
3 O 1.36212 0.51164 -1.21835
4 H 0.27824 -0.50649 1.60291
5 H 0.06711 1.39996 1.53029
6 N 2.38924 -2.02981 -0.86437
7 C 1.46880 -2.61626 -0.43818
8 O 0.71216 -3.23449 0.13653
9 H 2.65418 -1.52460 -1.64131

For each atom in turn, the natural (NBO) charge in e is:
1. C -0.79
2. C 0.72
3. O -0.48
4. H 0.29
5. H 0.27
6. N -0.76
7. C 0.85
8. O -0.51
9. H 0.43


Q: Which of them is the most stable? A: Q.


P:
Below is an isolated molecule of C6H6O2S, with properties calculated with ωB97M-V/def2-TZVPD.

The HOMO-LUMO gap comes out at 9.0418 eV. The calculation puts the HOMO energy at -8.95 eV. The charge is 0.

Geometry (Å):
1 C 2.52735 0.55516 1.78277
2 C 1.61607 0.82827 1.02915
3 C -1.27899 0.08938 -1.14721
4 C -0.09827 0.06052 -0.29305
5 C 0.44682 1.10606 0.30088
6 C 0.52077 -1.35626 -0.26376
7 O -2.00694 1.29483 -1.38136
8 O -3.04736 0.26496 0.81023
9 S -3.01081 0.20766 -0.62566
10 H 3.27705 0.47135 2.43502
11 H -1.02116 -0.41919 -2.01646
12 H 0.16585 2.09612 0.12936
13 H 1.00357 -1.66547 0.55399
14 H 1.18865 -1.41214 -1.01109
15 H -0.28260 -2.12125 -0.30283

For each atom in turn, the natural (NBO) charge in e is:
1. C -0.21
2. C -0.02
3. C -0.15
4. C 0.03
5. C -0.27
6. C -0.63
7. O -0.64
8. O -0.89
9. S 1.46
10. H 0.22
11. H 0.19
12. H 0.24
13. H 0.24
14. H 0.22
15. H 0.21


Q:
Below is an isolated molecule of C6H6O2S, with properties calculated with ωB97M-V/def2-TZVPD.

The HOMO-LUMO gap comes out at 7.0430 eV. The calculation puts the HOMO energy at -7.96 eV. Its SMILES is OC1=CC=C(O)C(=S)C1. The charge is 0.

Geometry (Å):
1 O 1.59994 0.26438 -2.30638
2 C 0.70919 0.18735 -1.23220
3 C -0.65458 -0.06456 -1.33128
4 C -1.47139 -0.22368 -0.14796
5 C -0.98355 -0.41468 1.09793
6 O -1.92863 -0.73275 2.09076
7 C 0.43527 -0.03972 1.26420
8 S 0.89894 -0.09909 2.84221
9 C 1.31722 0.41903 0.12611
10 H 1.07624 0.10599 -3.11473
11 H -1.00338 -0.20405 -2.27159
12 H -2.55882 -0.02587 -0.35196
13 H -1.40054 -0.54087 2.92388
14 H 2.29180 -0.12530 0.25845
15 H 1.67228 1.49382 0.15255

For each atom in turn, the natural (NBO) charge in e is:
1. O -0.66
2. C 0.39
3. C -0.36
4. C -0.16
5. C 0.21
6. O -0.67
7. C -0.10
8. S -0.06
9. C -0.56
10. H 0.48
11. H 0.21
12. H 0.23
13. H 0.49
14. H 0.28
15. H 0.28


Q: Which of them is the most stable? A: Q.


P:
Below is a 2-piece molecular cluster, C5H11N2 overall, with properties calculated with ωB97M-V/def2-TZVPD.

The HOMO-LUMO gap comes out at 7.8183 eV. The calculation puts the HOMO energy at -12.83 eV. The charge is +1.

Geometry (Å):
1 C 1.05485 1.58366 0.62402
2 C 1.22737 1.65546 -0.68349
3 C -1.13773 1.36429 1.22673
4 N 0.01702 0.85039 1.23993
5 H 1.76115 2.03338 1.31518
6 H 0.60597 1.09251 -1.37040
7 H 2.01114 2.25495 -1.12049
8 H -1.95539 0.82858 1.70290
9 H -1.34341 2.34210 0.78271
10 C 0.86172 -1.88994 -0.99055
11 C -1.47431 -1.25021 -0.74024
12 N -0.48697 -1.97578 -0.41561
13 H 1.22838 -2.89846 -1.15906
14 H 1.49672 -1.36986 -0.27486
15 H 0.81666 -1.33159 -1.91949
16 H -1.34644 -0.49467 -1.50508
17 H -2.42507 -1.40429 -0.24897
18 H -0.60375 -2.61084 0.37100

For each atom in turn, the natural (NBO) charge in e is:
1. C -0.04
2. C -0.45
3. C -0.05
4. N -0.43
5. H 0.23
6. H 0.17
7. H 0.23
8. H 0.18
9. H 0.18
10. C -0.43
11. C 0.13
12. N -0.37
13. H 0.25
14. H 0.26
15. H 0.23
16. H 0.23
17. H 0.24
18. H 0.44


Q:
Below is an isolated ion of composition C5H11N2 and charge +1, with properties calculated with ωB97M-V/def2-TZVPD.

The HOMO-LUMO gap comes out at 10.6676 eV. The calculation puts the HOMO energy at -15.27 eV. Its SMILES is C#[N+]NC(C)(C)C. The charge is +1.

Geometry (Å):
1 C 2.97542 0.29587 -0.04483
2 N 2.05442 -0.41181 0.00262
3 N 0.90433 -0.88336 0.09513
4 C -0.43132 -0.02847 -0.00625
5 C -0.81206 0.27783 1.48819
6 C -0.17368 1.15329 -0.90085
7 C -1.45042 -1.03647 -0.60863
8 H 3.86532 0.57056 0.43360
9 H 0.94853 -1.68991 -0.50597
10 H -0.69209 -0.57046 2.00250
11 H -0.13981 0.92839 1.83368
12 H -1.73146 0.76445 1.62718
13 H -0.14393 0.75217 -1.88146
14 H 0.79798 1.64984 -0.64375
15 H -0.84237 2.02073 -0.58782
16 H -2.24668 -0.39067 -0.89016
17 H -1.14678 -1.68873 -1.49981
18 H -1.73537 -1.71325 0.08665

For each atom in turn, the natural (NBO) charge in e is:
1. C 0.27
2. N 0.00
3. N -0.35
4. C 0.20
5. C -0.61
6. C -0.66
7. C -0.63
8. H 0.28
9. H 0.41
10. H 0.22
11. H 0.21
12. H 0.24
13. H 0.24
14. H 0.21
15. H 0.27
16. H 0.25
17. H 0.22
18. H 0.23


R:
Below is an isolated ion of composition C5H11N2 and charge +1, with properties calculated with ωB97M-V/def2-TZVPD.

The HOMO-LUMO gap comes out at 8.1162 eV. The calculation puts the HOMO energy at -13.59 eV. The charge is +1.

Geometry (Å):
1 C 0.49672 1.06739 -0.37927
2 C -0.88609 1.14180 0.08427
3 C -0.48693 -0.61335 1.81765
4 C 0.52689 -1.42006 1.51434
5 C 0.34942 -0.80328 -1.89121
6 N 0.91764 -0.33524 -0.64099
7 N -1.00618 0.61030 1.43930
8 H 0.73674 1.66626 -1.37753
9 H 1.14308 1.47406 0.44299
10 H -1.13672 2.26643 0.17478
11 H -1.46973 0.57406 -0.52497
12 H -0.53183 -0.66809 2.91493
13 H 0.89708 -2.39226 1.57706
14 H 1.93957 -0.68142 -0.49867
15 H -0.69376 -1.17109 -1.72576
16 H 0.06875 -0.10548 -2.72627
17 H 0.85603 -1.67618 -2.29072
18 H -1.72069 1.06615 2.09007

For each atom in turn, the natural (NBO) charge in e is:
1. C -0.24
2. C -0.24
3. C -0.05
4. C 0.11
5. C -0.47
6. N -0.56
7. N -0.56
8. H 0.23
9. H 0.23
10. H 0.25
11. H 0.21
12. H 0.30
13. H 0.24
14. H 0.44
15. H 0.21
16. H 0.23
17. H 0.24
18. H 0.45


Q: Which of them is the most stable? A: P.


P:
Below is a 2-piece molecular cluster, C5H11N2 overall, with properties calculated with ωB97M-V/def2-TZVPD.

The HOMO-LUMO gap comes out at 12.2309 eV. The calculation puts the HOMO energy at -15.64 eV. The charge is +1.

Geometry (Å):
1 C 0.98862 -1.88216 -1.81967
2 C -0.65508 1.27220 -0.26430
3 C 1.61541 -2.89784 -2.44526
4 C -1.45206 2.48317 0.03536
5 C 0.29855 0.83276 1.90610
6 N 0.09230 0.55921 0.47732
7 N 0.31138 -1.12006 -1.23973
8 H -0.68110 0.94718 -1.38749
9 H 2.60305 -2.67007 -2.59744
10 H 1.07690 -3.20449 -3.34797
11 H 1.79531 -3.69465 -1.78854
12 H -0.74871 3.23892 -0.39900
13 H -1.36994 2.71072 1.15739
14 H -2.46100 2.62142 -0.30330
15 H 1.30941 1.21025 2.22384
16 H -0.31202 1.77855 2.11041
17 H 0.07482 -0.10989 2.39834
18 H 0.55930 -0.20580 0.03943

For each atom in turn, the natural (NBO) charge in e is:
1. C 0.46
2. C 0.30
3. C -0.77
4. C -0.70
5. C -0.45
6. N -0.42
7. N -0.49
8. H 0.25
9. H 0.28
10. H 0.29
11. H 0.29
12. H 0.28
13. H 0.23
14. H 0.29
15. H 0.25
16. H 0.22
17. H 0.24
18. H 0.45


Q:
Below is an isolated ion of composition C5H11N2 and charge +1, with properties calculated with ωB97M-V/def2-TZVPD.

The HOMO-LUMO gap comes out at 9.4813 eV. The calculation puts the HOMO energy at -12.60 eV. The charge is +1.

Geometry (Å):
1 C -2.19015 0.31182 -0.42129
2 C -0.57616 -1.11286 0.35202
3 C -0.04875 1.07039 -0.84592
4 C 0.48008 -0.03300 -0.03817
5 C 1.83972 -0.62092 -0.18823
6 N -1.82496 -0.43357 0.62696
7 N 0.51128 1.41749 0.44506
8 H -2.97791 1.00204 -0.40683
9 H -2.04769 -0.06031 -1.45313
10 H -0.57134 -1.73694 -0.58696
11 H -0.16701 -1.67949 1.21175
12 H 0.15023 1.55313 -1.79790
13 H 2.24939 -0.82370 0.91172
14 H 2.55591 -0.08021 -0.72211
15 H 1.84203 -1.65735 -0.50394
16 H -2.35766 -0.60384 1.56291
17 H 1.44075 1.71386 0.63543
18 H -0.14976 1.88413 1.09816

For each atom in turn, the natural (NBO) charge in e is:
1. C -0.04
2. C -0.23
3. C -0.22
4. C 0.11
5. C -0.65
6. N -0.60
7. N -0.56
8. H 0.22
9. H 0.20
10. H 0.23
11. H 0.24
12. H 0.25
13. H 0.23
14. H 0.24
15. H 0.26
16. H 0.46
17. H 0.42
18. H 0.43


Q: Which of them is the most stable? A: P.


P:
Below is a 2-piece molecular cluster, C3H8ClO2P overall, with properties calculated with ωB97M-V/def2-TZVPD.

The HOMO-LUMO gap comes out at 9.8368 eV. The calculation puts the HOMO energy at -10.32 eV. Its SMILES is CC(C)O.O=PCl. The charge is 0.

Geometry (Å):
1 C 1.03814 -1.00187 -0.87938
2 C 0.65948 0.39910 -0.36239
3 C -0.52952 0.22930 0.59519
4 O 1.77002 1.04601 0.36613
5 H 1.46484 -0.80391 -1.90196
6 H 1.75794 -1.34359 -0.23948
7 H 0.07399 -1.57597 -0.89933
8 H 0.45510 1.22684 -1.09969
9 H -1.31688 0.96063 0.38214
10 H -0.20266 0.37814 1.62316
11 H -0.81470 -0.83248 0.56722
12 H 1.33883 1.72232 0.86848
13 O 4.88764 -1.09119 1.34180
14 P 4.30128 -0.96267 0.00460
15 Cl 4.67350 0.88955 -0.60725

For each atom in turn, the natural (NBO) charge in e is:
1. C -0.63
2. C 0.09
3. C -0.65
4. O -0.75
5. H 0.22
6. H 0.21
7. H 0.22
8. H 0.17
9. H 0.22
10. H 0.22
11. H 0.21
12. H 0.47
13. O -0.98
14. P 1.29
15. Cl -0.31


Q:
Below is an isolated molecule of C3H8ClO2P, with properties calculated with ωB97M-V/def2-TZVPD.

The HOMO-LUMO gap comes out at 9.1737 eV. The calculation puts the HOMO energy at -8.42 eV. Its SMILES is C=P(Cl)(OC)OC. The charge is 0.

Geometry (Å):
1 C 0.17155 0.04363 1.74923
2 P -0.84799 0.09614 0.34419
3 Cl -2.90148 -0.04843 0.19754
4 O -0.42203 -0.88085 -0.84871
5 C 0.31445 -2.08565 -0.62670
6 O -0.78033 1.44379 -0.47614
7 C 0.46775 2.08299 -0.75550
8 H -0.37157 0.57439 2.58252
9 H 0.58450 -0.93543 2.01658
10 H -0.19677 -2.88051 -1.09732
11 H 0.37253 -2.27082 0.47708
12 H 1.37341 -1.85173 -1.06122
13 H 0.70273 2.92733 -0.00034
14 H 0.43993 2.51308 -1.84462
15 H 1.09329 1.27208 -0.65658

For each atom in turn, the natural (NBO) charge in e is:
1. C -1.20
2. P 1.98
3. Cl -0.28
4. O -0.82
5. C -0.25
6. O -0.83
7. C -0.24
8. H 0.24
9. H 0.24
10. H 0.20
11. H 0.19
12. H 0.19
13. H 0.20
14. H 0.20
15. H 0.19


Q: Which of them is the most stable? A: P.